This record from OMol25 describes a structure of composition C38H39F6IN7O4PPbS2Si. The level of theory is ωB97M-V/def2-TZVPD.

Properties
HOMO (spin up / spin down): -10.465 / -10.464 eV
⟨S²⟩: 0.760
Kohn-Sham gap (spin up / spin down): 6.39 / 5.38 eV

Geometry as ORCA input:
```
! wB97M-V def2-TZVPD RIJCOSX def2/J DEFGRID3
* xyz 1 2
Pb -0.42034 -0.27256 0.48398
N 0.75185 2.92134 3.81762
C 0.49377 2.23608 2.68447
S 0.96372 0.55159 2.68368
N -0.02054 2.92835 1.70479
N -0.19558 2.25392 0.53711
C -0.37303 2.97089 -0.52057
C -0.40451 4.45659 -0.52370
C 0.53873 5.16243 -1.26493
C 0.51738 6.54930 -1.28045
C -0.45609 7.23438 -0.56836
C -1.40057 6.53298 0.16939
C -1.36997 5.14817 0.19871
C -0.52372 2.26017 -1.81651
C -0.94106 2.93412 -2.96287
C -1.05725 2.23044 -4.15443
C -0.78266 0.87387 -4.17002
C -0.40133 0.27172 -2.98077
N -0.25685 0.94687 -1.84355
H 1.00244 2.42360 4.65144
H 0.42542 3.87250 3.88925
H 1.29700 4.62693 -1.82532
H 1.26021 7.09334 -1.84924
H -0.47660 8.31627 -0.58396
H -2.15380 7.06144 0.73729
H -2.08455 4.60300 0.79592
H -1.16731 3.98925 -2.91519
H -1.36908 2.74128 -5.05640
H -0.86320 0.28530 -5.07293
H -0.20379 -0.79439 -2.94161
F -0.23522 -3.06725 -0.68036
P -1.86078 -4.16815 -0.39987
F -2.40449 -2.81463 0.26661
F -1.00017 -5.29838 -1.09208
F -3.15441 -4.99560 -0.17505
F -1.17488 -4.50908 0.99409
F -2.24294 -3.58433 -1.81741
I -6.97796 -1.55608 -2.28972
C -5.25550 -0.50539 -1.89407
C -4.71392 0.52555 -2.62278
N -3.58052 0.88158 -1.98824
N -3.34706 0.15397 -0.88617
C -4.36402 -0.69527 -0.82520
H -5.04741 1.01493 -3.52237
H -2.95384 1.63158 -2.23268
H -4.43027 -1.44176 -0.05001
N -2.55515 -0.64612 2.50773
C -2.77454 0.62646 3.04245
C -3.47508 1.58398 2.29946
C -3.56685 2.87991 2.75993
C -2.94786 3.22547 3.95885
C -2.28905 2.27216 4.72232
C -2.20932 0.97208 4.26809
S -2.95872 4.88781 4.49285
O -3.03754 5.75607 3.31842
O -1.89853 5.07208 5.42488
O -4.32806 5.20828 5.03282
H -2.31871 -1.36159 3.18112
H -3.26459 -0.97149 1.86474
H -3.91540 1.30743 1.35129
H -4.09442 3.63079 2.18768
H -1.82755 2.56059 5.65636
H -1.67506 0.22628 4.84327
C 3.39262 -2.06311 2.77855
C 4.14970 -1.54900 1.65125
C 4.85873 -2.47241 0.77637
C 4.19619 -0.11984 1.41404
Si 1.47915 -2.82088 -0.76638
O 1.67571 -1.60602 0.22418
C 2.22140 -4.43937 -0.23885
C 1.97432 -4.99646 1.02112
C 2.64433 -6.13393 1.44343
C 3.57697 -6.74035 0.60887
C 3.82643 -6.21214 -0.64852
C 3.15052 -5.07211 -1.06802
C 1.74067 -2.45412 -2.56180
C 2.56230 -1.38863 -2.93652
C 2.76303 -1.08007 -4.27524
C 2.13354 -1.83314 -5.25732
C 1.31038 -2.89458 -4.90226
C 1.11872 -3.20650 -3.56417
H 3.27653 -1.35550 3.59550
H 3.69531 -3.06043 3.08906
H 2.40037 -2.15081 2.28791
H 5.88249 -2.46691 1.19295
H 4.93649 -2.10547 -0.24558
H 4.48726 -3.49261 0.83075
H 4.48441 0.41032 2.32591
H 3.13867 0.16035 1.26834
H 4.79841 0.17074 0.55878
H 1.23993 -4.54446 1.67946
H 2.43294 -6.55831 2.41712
H 4.09653 -7.63198 0.93576
H 4.54084 -6.69017 -1.30606
H 3.35573 -4.67035 -2.05405
H 3.03090 -0.77906 -2.17045
H 3.40352 -0.25249 -4.55232
H 2.28591 -1.59592 -6.30254
H 0.81976 -3.48007 -5.66938
H 0.47048 -4.03533 -3.29964
*
```

Mulliken atomic charge list, values in e, 4 entries: atom 1 (Pb): 1.737, atom 2 (N): -0.328, atom 3 (C): 0.279, atom 4 (S): -0.667


This record from OMol25 describes a structure of composition C18H18MnN8O3S2. The level of theory is ωB97M-V/def2-TZVPD.

Properties
HOMO (spin up / spin down): -14.712 / -14.778 eV
⟨S²⟩: 4.024
Kohn-Sham gap (spin up / spin down): 5.65 / 7.45 eV

Geometry as ORCA input:
```
! wB97M-V def2-TZVPD RIJCOSX def2/J DEFGRID3
* xyz 2 4
Mn 0.68994 0.35947 0.03927
O -1.21405 0.36459 -0.18518
N -2.08200 0.16347 0.82008
C -3.39529 0.20195 0.52598
C -4.31196 -0.01627 1.51767
C -3.86487 -0.27413 2.81419
C -2.51308 -0.28944 3.08569
C -1.61469 -0.06075 2.05402
S 0.10708 -0.06156 2.23112
H -3.63448 0.40184 -0.50702
H -5.36456 0.01425 1.27998
H -4.57585 -0.46193 3.60707
H -2.13483 -0.48118 4.08018
C 6.67164 -2.05121 4.62586
C 5.76434 -1.81482 3.45495
C 6.28797 -1.49632 2.19988
C 5.46322 -1.28439 1.11134
C 4.08560 -1.39708 1.30468
C 3.52679 -1.72383 2.54021
C 4.37779 -1.93667 3.60236
S 3.06674 -0.94512 0.00398
O 1.70501 -1.54104 0.03384
O 3.77377 -0.99150 -1.22865
N 2.48768 0.55241 0.33441
C 2.52966 1.92091 0.53147
C 3.53743 2.81110 0.81051
C 3.15218 4.13567 0.96780
C 1.81592 4.51563 0.84520
C 0.86426 3.55691 0.57797
N 1.23415 2.28263 0.42879
H 7.64618 -1.59181 4.47612
H 6.82823 -3.12403 4.76410
H 6.23481 -1.66851 5.54736
H 7.36082 -1.42377 2.07361
H 5.86800 -1.05918 0.13426
H 2.45536 -1.83741 2.65405
H 3.96766 -2.21167 4.56628
H 4.56254 2.47954 0.89996
H 3.90116 4.88400 1.19309
H 1.51524 5.54668 0.96082
H -0.18812 3.78648 0.48618
N -0.79927 0.91804 -4.93780
N 0.08656 0.84604 -3.91248
N 1.37968 0.71555 -4.13812
C 1.84798 0.58706 -2.91231
N 0.86178 0.65062 -2.00231
N -0.28252 0.82378 -2.68501
H -0.37515 1.29814 -5.77103
H -1.69384 1.28106 -4.64799
H 2.88919 0.44394 -2.68512
*
```

Mulliken atomic charge list, values in e, 4 entries: atom 1 (Mn): -0.202, atom 2 (O): -0.592, atom 3 (N): 0.435, atom 4 (C): -0.224


This record from OMol25 describes a cluster of 2 separate species, C5H13NO in total. The level of theory is ωB97M-V/def2-TZVPD.

Properties
HOMO: -7.056 eV
Kohn-Sham gap: 4.09 eV

Geometry as ORCA input:
```
! wB97M-V def2-TZVPD RIJCOSX def2/J DEFGRID3
* xyz 0 1
C 2.00432 0.46597 0.74356
N 0.60975 0.92674 1.23852
C -0.57657 0.42333 0.12442
C -1.52151 -0.56952 0.65631
C -3.04948 -0.44133 0.36683
O 2.81699 -0.41046 -1.43490
C 0.20791 0.22981 -1.17032
H 1.96528 -0.52132 0.41801
H 2.68153 0.36951 1.67093
H 2.51043 1.02858 -0.00169
H 0.27424 0.28895 2.07455
H -1.09065 1.43483 -0.06824
H -1.19777 -1.52055 0.97392
H -2.93818 0.29175 -0.45859
H -3.61393 -0.00386 1.20593
H -3.38985 -1.49408 0.20477
H 3.08982 -0.90375 -2.17535
H -0.48147 -0.42646 -1.73999
H 0.57053 1.13731 -1.66699
H 1.12863 -0.30547 -0.96167
*
```

Mulliken atomic charge list, values in e, 4 entries: atom 1 (C): -1.135, atom 2 (N): -0.402, atom 3 (C): 0.191, atom 4 (C): -0.117


This record from OMol25 describes a structure of composition C3H6N2S. The level of theory is ωB97M-V/def2-TZVPD.

Properties
HOMO: -8.601 eV
Kohn-Sham gap: 9.46 eV

Geometry as ORCA input:
```
! wB97M-V def2-TZVPD RIJCOSX def2/J DEFGRID3
* xyz 0 1
C -1.17686 -0.35719 -0.11322
C -0.15504 -1.46271 0.15278
C 0.86650 -0.27507 -0.06641
H 0.56981 1.97156 0.92370
H 1.02224 2.18072 -0.55979
H -1.56274 -0.46677 -1.15896
H -2.11917 0.10280 0.57813
H -0.02778 -2.00940 0.97337
H 0.18436 -2.11129 -0.56055
N 0.08673 1.99612 0.08240
N -0.13677 0.55314 -0.20101
S 2.44873 -0.12191 -0.05044
*
```

Mulliken atomic charge list, values in e, 4 entries: atom 1 (C): -0.229, atom 2 (C): -0.874, atom 3 (C): 0.181, atom 4 (H): 0.302


In the order shown, the computed energy above the lowest of the compared OMol25 structures with the same formula, charge and spin values come out to 0.2648; 0.0000; 8.9396; 3.9852 eV.